# 1
Molecular formula: CH7F2N3P2
Method: DFT, ωB97M-V/def2-TZVPD

**Orbital gap (spin up / spin down)**: 6.41 / 6.41 eV
**HOMO level (spin up / spin down)**: -8.08 / -8.09 eV
**Energy above the lowest of the compared OMol25 structures with the same formula, charge and spin**: 56.9 kcal per mole

XYZ file:
```
15
Properties=species:S:1:pos:R:3:mulliken_charge:R:1
C 1.92685 -2.02084 -0.92644 -0.254
N 1.48277 -0.12308 1.05806 -0.393
N -2.51515 2.01071 -0.46410 -0.647
N 0.66920 -1.87639 -0.58770 -0.112
F 3.61933 1.14372 0.46373 -0.353
F -0.98771 -0.69302 0.71437 -0.302
P 2.17639 1.35540 1.29067 0.166
P 0.34327 -0.20297 -0.09470 0.232
H -1.86363 1.95403 0.22738 0.197
H 2.52915 -1.34536 -0.43813 0.443
H 2.15981 -2.80302 -1.66227 0.232
H -2.87561 1.00075 -0.51485 0.230
H -3.29718 2.69521 -0.24538 0.224
H 0.00416 -2.16715 -1.31524 0.328
H 2.89292 1.05219 2.55090 0.008
```

# 2
Molecular formula: CH7INP2
Method: DFT, ωB97M-V/def2-TZVPD

**Orbital gap**: 8.14 eV
**HOMO level**: -12.17 eV
**Total charge**: +1
**Energy above the lowest of the compared OMol25 structures with the same formula, charge and spin**: 31.6 kcal per mole

XYZ file:
```
12
Properties=species:S:1:pos:R:3:mulliken_charge:R:1
C 0.23860 -0.88661 -0.59113 -0.370
N -0.29858 -0.39589 -1.97311 -0.427
P -0.59868 1.60758 1.83376 -0.014
P 0.70975 0.30261 0.68705 -0.020
I -1.46780 -2.02760 0.31486 0.021
H -0.71219 0.51767 -2.01540 0.349
H 0.46629 -0.56995 -2.70970 0.400
H -1.21997 -1.04313 -2.16113 0.385
H -1.09701 0.33196 2.37827 0.134
H 0.72560 1.59759 2.55713 0.141
H 1.56252 -0.49491 1.53019 0.234
H 1.69147 1.06069 0.14920 0.167
```

# 3
Molecular formula: CH7N
Method: DFT, ωB97M-V/def2-TZVPD

**Structure (SMILES)**: C.N
**Orbital gap**: 11.13 eV
**HOMO level**: -10.00 eV
**Energy above the lowest of the compared OMol25 structures with the same formula, charge and spin**: 4.1 kcal per mole

XYZ file:
```
9
Properties=species:S:1:pos:R:3:mulliken_charge:R:1
C 1.80012 0.00386 -0.08690 -0.988
H 2.54178 -0.69920 -0.48646 0.274
H 2.28267 0.62688 0.64485 0.241
H 0.98553 -0.68379 0.15027 0.218
H 1.41070 0.56030 -0.93996 0.254
N -2.15029 -0.04427 -0.01747 -0.623
H -2.93859 0.48787 -0.28857 0.208
H -1.49003 0.54288 0.44740 0.211
H -2.44189 -0.79453 0.57684 0.206
```

# 4
Molecular formula: CH7N2O
Method: DFT, ωB97M-V/def2-TZVPD

**Orbital gap**: 7.72 eV
**HOMO level**: -3.03 eV
**Total charge**: -1
**Energy above the lowest of the compared OMol25 structures with the same formula, charge and spin**: 4.5 kcal per mole

XYZ file:
```
11
Properties=species:S:1:pos:R:3:mulliken_charge:R:1
O -2.08349 -0.84929 -0.50793 -1.153
H -2.65748 -0.10760 -0.61054 0.166
N 0.13781 -0.14390 1.27374 -0.731
C 0.78171 0.69380 0.26970 -0.474
N 0.72065 0.20498 -1.09234 -0.706
H 0.64115 -1.02113 1.16550 0.231
H -0.80148 -0.38513 0.87214 0.407
H 1.83029 0.69567 0.58541 0.337
H 0.42457 1.71072 0.39390 0.294
H -0.24536 -0.14554 -1.23983 0.380
H 1.25161 -0.65258 -1.10976 0.248
```

| no. | E (eV) |
| --- | --- |
| 1 | -29633.072 |
| 2 | -29308.418 |
| 3 | -2640.465 |
| 4 | -6178.142 |